Here is a 8-piece molecular cluster, C26H70N2O8 overall in a non-equilibrium geometry from the Open Molecules 2025 dataset. Energies are from ωB97M-V with the def2-TZVPD basis set.

Results
Total energy in eV: -47454.82314
SMILES: COC[C@H](C)N.COC[C@H](C)N.CC(C)O.CC(C)O.CC(C)O.CC(C)O.CC(C)O.CC(C)O
Gap between HOMO and LUMO in eV: 9.605
Energy relative to the best compared isomer or geometry (same formula, charge and spin) in kcal/mol: 7.3
M in g/mol: 538.85
LUMO in eV: 0.55
Maximum force in Eh/bohr: 0.0897

```
106
Properties=species:S:1:pos:R:3:mulliken_charge:R:1
C -8.2884 -11.8656 20.6902 -0.527
O -7.2297 -11.3181 19.9687 -0.490
C -7.3243 -9.9071 19.8869 0.373
C -6.2005 -9.4819 18.9694 0.284
C -6.2669 -8.0442 18.6658 -1.024
N -6.3492 -10.3012 17.7010 -0.651
H -9.2155 -11.3714 20.4685 0.065
H -8.0997 -11.7759 21.8256 0.240
H -8.3487 -12.9048 20.4971 0.310
H -8.3062 -9.5412 19.4853 -0.784
H -7.1437 -9.4618 20.8684 0.785
H -5.3246 -9.7487 19.5557 0.308
H -5.4527 -7.6724 18.0469 0.569
H -6.2177 -7.4103 19.5193 0.143
H -7.2267 -7.8196 18.0599 -0.064
H -5.6035 -10.2428 17.1207 0.206
H -6.3819 -11.3128 17.9981 0.202
C -6.3670 -4.9893 16.4142 -0.890
O -6.1786 -4.8011 17.8435 -0.017
C -5.3538 -3.6384 18.0243 -0.924
C -5.6743 -3.0700 19.4055 1.232
C -6.9450 -2.2575 19.2785 -1.157
N -4.6412 -2.1299 20.0226 -0.750
H -5.4092 -5.3851 16.0446 0.335
H -6.6738 -4.0638 15.8987 0.390
H -7.0981 -5.7997 16.3210 0.175
H -4.2921 -3.9793 18.0879 0.283
H -5.4482 -2.9719 17.1929 0.398
H -5.8059 -3.9846 19.9713 -0.667
H -7.2954 -2.0405 20.3019 0.373
H -7.6729 -2.8876 18.8369 0.165
H -6.8455 -1.3075 18.7239 0.437
H -3.7215 -2.5211 19.7951 0.313
H -4.7773 -1.3714 19.3846 0.305
C -13.8711 -2.1058 22.5431 -1.690
C -12.5186 -2.3475 21.9160 1.125
C -12.2485 -1.7642 20.6028 -0.866
O -11.4052 -2.1236 22.8287 -0.574
H -14.0306 -2.7394 23.3723 0.414
H -14.6994 -2.2707 21.8984 0.374
H -13.9486 -1.1174 22.9314 0.415
H -12.4636 -3.4092 21.8328 -0.257
H -11.9667 -0.6774 20.6636 0.389
H -13.0807 -1.9264 19.8951 0.224
H -11.4033 -2.3367 20.2990 0.130
H -11.2411 -1.1639 22.9730 0.323
C -7.4270 -5.9658 21.7666 -0.497
C -8.8720 -5.8023 21.2866 0.538
C -9.0538 -6.2210 19.8037 2.082
O -9.8040 -6.5637 22.0283 -0.210
H -6.7784 -5.2679 21.2034 -0.238
H -7.1073 -7.0445 21.6350 0.061
H -7.2441 -5.8448 22.8435 0.418
H -9.0883 -4.7129 21.3215 -0.096
H -10.0540 -6.1305 19.4067 -0.579
H -8.7604 -7.2493 19.8055 -1.389
H -8.3130 -5.6820 19.1250 0.024
H -9.5826 -6.5927 22.9768 -0.049
C -10.7702 -8.4591 25.3143 -1.450
C -9.7969 -7.6972 26.1229 0.651
C -8.9510 -8.5626 27.0438 -1.393
O -8.9423 -7.0079 25.1161 -0.454
H -11.3994 -9.1867 25.7724 0.503
H -10.2156 -8.9410 24.5715 0.332
H -11.4775 -7.8440 24.7704 0.269
H -10.3037 -6.9289 26.6939 0.257
H -9.5782 -9.1504 27.6663 0.406
H -8.2958 -7.9531 27.7127 0.334
H -8.2911 -9.2653 26.5549 0.328
H -8.5664 -6.1767 25.4727 0.262
C -13.7890 -4.4161 18.0633 -1.444
C -12.6907 -5.1503 17.3556 0.637
C -11.3149 -4.4808 17.4366 -0.835
O -12.6491 -6.4814 17.8747 -0.440
H -13.7116 -4.2516 19.1787 0.126
H -14.7289 -4.9364 17.9592 0.395
H -13.8959 -3.4196 17.6672 0.499
H -13.0598 -5.3503 16.3262 0.158
H -11.0880 -4.1625 18.4555 -0.084
H -11.3673 -3.5429 16.8197 0.487
H -10.5210 -5.1151 17.0428 0.243
H -12.6667 -6.5561 18.8343 0.205
C -13.8847 -8.5533 20.2581 -1.815
C -12.5902 -8.2914 20.9801 0.293
C -11.3994 -9.0023 20.4923 0.384
O -12.3745 -6.8846 20.8758 -0.505
H -14.7016 -7.8739 20.6218 0.377
H -14.2608 -9.5574 20.4778 0.413
H -13.8333 -8.3298 19.2372 0.387
H -12.7654 -8.5399 22.0002 0.486
H -11.3999 -8.9017 19.3497 -0.493
H -11.4847 -10.0587 20.8290 0.448
H -10.5068 -8.5082 20.9515 -0.213
H -11.6180 -6.5944 21.3476 0.221
C -10.9975 -9.4142 16.1635 -1.625
C -9.8059 -9.7679 17.0150 2.320
C -9.6554 -11.2197 17.4772 -0.928
O -8.6811 -9.4151 16.2415 -0.717
H -10.9195 -9.8140 15.1515 0.483
H -11.0564 -8.3324 16.0933 0.242
H -11.8783 -9.8149 16.6540 0.312
H -9.7436 -9.1082 17.9042 -1.033
H -8.6198 -11.3148 17.8260 0.144
H -9.9249 -11.9737 16.7204 0.390
H -10.2968 -11.3722 18.3175 0.136
H -7.9299 -9.7156 16.7550 0.281
```



Here is a 7-piece molecular cluster, C26H71N5O7 overall in a non-equilibrium geometry from the Open Molecules 2025 dataset. Energies are from ωB97M-V with the def2-TZVPD basis set.

Results
Total energy in eV: -49892.28998
SMILES: COC[C@H](C)N.COC[C@H](C)N.COC[C@H](C)N.COC[C@H](C)N.COC[C@H](C)N.CC(C)O.CC(C)O
Gap between HOMO and LUMO in eV: 9.259
Energy relative to the best compared isomer or geometry (same formula, charge and spin) in kcal/mol: 35.3
M in g/mol: 565.88
LUMO in eV: 0.50
Maximum force in Eh/bohr: 0.0659

```
109
Properties=species:S:1:pos:R:3:mulliken_charge:R:1
C -5.7180 23.8073 -3.7129 -0.833
O -6.8997 23.8325 -2.9282 -0.320
C -7.4730 22.5356 -2.7931 -0.508
C -8.7193 22.6614 -1.8545 0.370
C -8.4811 23.2200 -0.4471 -0.803
N -9.4235 21.3659 -1.8200 -0.822
H -4.7875 23.4358 -3.2837 0.271
H -5.4154 24.8171 -3.9901 0.322
H -5.8059 23.3131 -4.6805 0.330
H -7.8157 22.1900 -3.7684 0.420
H -6.7065 21.8787 -2.3819 0.142
H -9.3605 23.4288 -2.2880 0.371
H -8.0375 24.2151 -0.4792 0.441
H -7.9147 22.5081 0.1533 -0.255
H -9.3533 23.2662 0.2050 0.439
H -8.8087 20.7991 -1.2535 0.282
H -10.2642 21.3405 -1.2607 0.316
C -11.3770 17.1733 -0.4175 -0.833
O -10.2307 17.5667 0.4059 -0.267
C -8.9446 17.3714 -0.1788 -1.164
C -7.9250 18.1466 0.6670 0.760
C -7.9881 17.9917 2.1820 -0.755
N -8.0005 19.5988 0.4161 0.048
H -11.5217 17.8590 -1.2523 0.312
H -12.3368 17.1346 0.0977 0.252
H -11.1540 16.1840 -0.8172 0.304
H -8.7066 16.3079 -0.2018 0.449
H -8.9516 17.9004 -1.1318 0.399
H -6.9426 17.8248 0.3214 0.003
H -7.2456 18.6094 2.6872 -0.180
H -7.6462 17.0190 2.5355 0.198
H -9.0066 18.0850 2.5590 0.495
H -8.8308 19.9110 0.8991 0.324
H -7.1850 20.0258 0.8317 -0.367
C -2.1697 21.3244 2.9763 -1.222
O -3.4214 20.7119 3.2810 -0.288
C -3.2278 19.6090 4.1794 -0.968
C -4.5503 19.2198 4.8365 1.917
C -5.1254 20.3445 5.7378 -1.657
N -4.3931 18.0476 5.6564 -0.735
H -2.3418 22.1397 2.2735 0.446
H -1.5558 20.6829 2.3440 0.407
H -1.6024 21.6780 3.8372 0.346
H -2.8200 18.7606 3.6297 0.300
H -2.5781 19.9036 5.0036 0.518
H -5.1954 18.9535 3.9993 -1.082
H -4.4537 20.5768 6.5641 0.454
H -6.0335 19.8951 6.1397 0.386
H -5.3784 21.1572 5.0569 0.258
H -4.0141 17.3880 4.9920 0.285
H -3.7071 18.2759 6.3616 0.334
C -8.4124 21.6537 3.5869 -0.286
O -8.9495 22.2130 4.7980 -0.454
C -9.5108 21.3110 5.7534 -0.658
C -10.7794 20.5110 5.3066 1.062
C -11.9691 21.4529 5.0955 -1.417
N -11.1977 19.5449 6.3194 -0.759
H -7.7661 20.8047 3.8092 0.120
H -7.8551 22.3800 2.9952 0.171
H -9.1615 21.2256 2.9208 0.222
H -8.6682 20.7191 6.1110 0.202
H -9.8172 21.9649 6.5699 0.363
H -10.5095 19.9953 4.3850 -0.104
H -12.8820 20.9400 4.7928 0.349
H -11.8457 22.2938 4.4130 0.315
H -12.1439 21.9687 6.0396 0.340
H -10.6122 18.7390 6.4858 0.261
H -11.1410 19.8860 7.2684 0.244
C 0.6852 24.3526 3.8389 -0.706
O -0.2670 25.4191 4.2069 -0.382
C -1.5212 25.1930 3.7238 -0.092
C -1.7048 25.7700 2.3410 0.618
C -1.5174 27.3074 2.2587 -1.556
N -2.9730 25.4931 1.7609 -0.588
H 0.6990 24.1524 2.7675 0.288
H 0.5292 23.3834 4.3125 0.274
H 1.6956 24.6530 4.1166 0.296
H -1.8456 24.1524 3.7202 -0.288
H -2.2640 25.6374 4.3863 0.414
H -0.9270 25.2836 1.7524 0.208
H -2.1633 27.8438 2.9537 0.391
H -1.4341 27.6619 1.2313 0.379
H -0.5236 27.5315 2.6462 0.361
H -3.6647 26.0678 2.2205 0.287
H -3.2573 24.5419 1.9464 0.095
C -4.9327 22.5249 0.6392 -0.347
C -5.0513 21.0364 0.3794 0.922
C -3.7847 20.2651 -0.0690 -1.164
O -5.5288 20.4638 1.5662 0.364
H -4.2868 22.6640 1.5062 -0.579
H -5.9135 22.9307 0.8872 0.229
H -4.5910 23.0219 -0.2687 0.518
H -5.8961 20.8882 -0.2934 -0.311
H -4.0984 19.2353 -0.2396 0.325
H -3.1492 20.2647 0.8166 -0.070
H -3.3395 20.6586 -0.9828 0.423
H -4.8822 20.6001 2.2626 -0.125
C -5.4673 15.3514 3.0589 -1.220
C -4.0916 15.7845 2.5431 0.276
C -4.1236 16.9413 1.5850 -0.912
O -3.3334 16.1162 3.6613 -0.636
H -5.8114 16.1425 3.7251 0.291
H -5.5113 14.4277 3.6359 0.453
H -6.2045 15.3070 2.2572 0.298
H -3.6368 14.9161 2.0664 0.329
H -4.7177 16.6786 0.7097 0.552
H -3.1222 17.2811 1.3205 0.381
H -4.7179 17.7648 1.9809 -0.113
H -3.3736 15.3473 4.2347 0.310
```